A 9-piece molecular cluster, C38H77F4O29P4 overall at a distorted geometry, computed with ωB97M-V/def2-TZVPD.

The geometry in XYZ format:
```
152
Properties=species:S:1:pos:R:3:forces:R:3:mulliken_charge:R:1
F 0.31880 -4.64260 2.52249 -0.511 -0.547 0.308 -0.220
C 4.83729 -0.67973 2.40598 -0.481 0.884 -0.872 0.532
O 2.41080 -3.60018 4.83918 1.047 0.067 0.487 -0.446
H -1.29398 2.90756 -4.58505 0.249 0.172 0.292 0.157
O 4.56192 -1.96403 2.68089 0.212 -0.983 0.547 -0.246
H -0.05355 2.37134 0.70250 -0.003 0.385 0.242 -0.716
P 1.05330 4.55965 1.65022 -0.889 0.164 -0.468 -0.054
C 2.71051 2.69310 2.39556 3.570 -0.721 1.628 0.599
O -4.68511 1.40224 4.90822 0.188 -0.141 0.222 -0.841
C 3.93883 1.46922 -1.79966 -0.265 -0.709 0.627 0.783
C -1.36274 -0.22413 -2.15873 -0.882 -0.798 0.101 0.242
H -1.78529 2.88562 -0.68557 -0.192 -0.328 -0.516 0.159
O 1.20807 6.14999 1.50938 -0.286 -1.168 0.904 -0.387
H 0.36555 4.94437 -4.37374 0.512 0.240 -0.342 0.265
H -8.11438 -0.26166 -0.98306 0.113 0.239 -0.294 0.284
H 0.88536 7.62657 -0.57760 0.187 0.388 -0.166 0.298
H 1.53180 -3.44087 -1.46496 0.344 0.390 0.131 -1.017
H 2.80090 -2.57677 -2.36545 -0.251 0.443 -0.196 -0.213
C 0.09146 -5.22798 -0.17380 1.263 -1.432 -1.159 0.831
C -1.93287 -5.93028 0.51389 -0.302 0.390 0.257 0.424
O 4.84891 0.23046 3.16999 0.243 -0.401 0.347 -0.544
H 2.68552 1.33128 4.20591 0.820 -0.049 -0.903 0.377
H -2.73082 0.29552 -0.57178 0.034 0.105 -0.276 -0.111
F 5.83549 -3.52915 1.62052 0.540 0.377 0.040 -0.390
H 2.63585 1.95167 1.59823 -1.038 0.429 -0.294 -0.296
H 5.68596 0.26978 -1.92022 0.097 -0.088 -0.269 0.415
C -4.42348 3.55342 2.27571 0.737 0.236 -0.721 -1.546
H 6.39151 4.28021 -5.26565 -0.057 0.103 -0.007 0.397
C 2.08441 -4.83755 5.23517 0.022 0.720 -0.382 0.517
C -4.34000 -4.04096 -2.09225 0.518 1.288 0.097 -0.506
O -3.72245 -0.81636 -1.97619 -1.798 -0.947 -0.067 -0.559
H -0.59865 2.70988 -6.15328 0.056 0.108 -0.046 0.343
H 4.84731 0.54531 -3.51689 0.481 0.362 0.110 0.435
C 0.56519 -0.44335 2.15256 0.442 -0.384 -1.045 0.242
H 3.19301 6.16512 0.79104 -0.421 -0.663 -0.058 0.197
H -0.91498 4.21768 -1.37060 0.063 0.041 0.057 0.539
H -5.19218 -3.75425 -2.70387 -0.198 -0.681 -0.143 0.359
H -3.13907 1.96567 1.71008 0.421 0.253 -0.521 -0.342
H -4.20823 -1.73422 4.10491 -0.162 0.612 0.168 0.367
O -2.69558 2.40042 3.60086 0.515 0.041 0.636 0.071
H -0.15791 -0.70698 0.19478 0.334 0.712 -0.358 -1.066
O 2.71010 -5.50077 5.99153 -0.199 -0.252 0.091 -0.553
H 6.00489 3.02289 -4.11267 -0.006 -0.009 0.024 0.229
H -5.20023 2.97997 2.77490 0.210 0.035 0.360 0.374
H 0.89066 2.15268 -0.73249 1.140 0.511 0.469 -0.819
O 1.15793 -2.18174 0.48541 0.750 0.083 0.169 -1.208
C -0.81647 0.96884 5.15524 -0.915 -0.145 -0.150 1.306
C -0.84881 3.14326 -1.18128 -0.111 0.931 0.917 -1.047
H -2.24793 -1.96047 1.81647 0.060 -0.677 -0.320 -0.326
H -2.14686 -4.05723 -2.35437 -1.689 0.060 -0.699 -0.819
C -3.07401 -3.85736 -2.89614 0.696 0.587 -0.810 -0.244
H 4.02466 3.76272 -5.73479 0.122 -1.175 0.469 0.396
H 4.75126 -2.03319 -0.57387 1.504 0.778 0.083 0.554
H -0.48869 -3.67127 4.04916 -0.167 -0.566 0.509 0.020
H 0.53502 1.66964 6.73284 0.137 -0.037 -0.130 0.305
H -2.89722 -2.84741 -3.27441 -0.672 0.273 0.177 0.338
C -3.03293 2.88562 2.29243 -2.079 -1.123 -0.050 0.858
H -9.36851 -1.32415 -1.41628 -0.053 -0.346 -0.435 0.396
H 2.71033 3.01694 4.47401 -0.926 0.271 0.265 0.553
O 2.49539 -4.51926 -2.94480 -0.341 1.369 0.585 -0.439
C 4.70610 -2.78027 1.53297 -0.625 0.588 -0.961 0.576
H 4.49997 2.39446 -1.66271 -0.122 0.121 -0.541 0.389
O -4.38109 -3.11267 -0.96360 -0.023 0.162 -0.052 0.017
H 0.40142 -4.21554 0.12125 -1.065 0.134 1.050 -0.711
H -0.73967 0.56647 7.23100 0.198 -0.199 0.136 0.525
H 2.59327 7.64080 -1.18967 -0.050 0.222 0.172 0.406
C 1.62973 -3.18936 3.72906 -0.637 0.709 1.271 1.458
O 2.70918 1.63936 -2.52267 -1.066 1.045 -0.447 0.255
O -3.30884 -0.01119 3.23258 -0.011 1.332 0.380 0.507
P -4.86772 -1.60011 -1.11353 0.806 0.080 -0.477 0.638
C 0.84055 -0.85443 0.65138 -1.121 -0.624 0.881 1.618
O -0.63472 -6.14055 0.68515 0.863 0.641 0.677 -0.390
H -7.72379 -2.83628 -2.46919 0.441 -0.114 -0.003 0.309
H -0.78850 2.00887 4.83301 0.416 -0.198 -0.310 0.324
H 6.06576 4.70357 -3.57893 -0.202 0.069 0.026 0.272
P -3.35788 1.16879 4.34255 0.758 -1.011 -0.281 0.101
O -6.07057 -1.66890 -2.16639 0.846 0.824 -0.249 -0.321
H -0.55497 0.12800 -1.52094 0.177 0.035 -0.412 -0.212
C -7.36937 -2.08444 -1.75478 -0.533 -1.105 -0.004 -0.133
C 2.29046 2.26876 3.80366 -0.716 -0.600 -0.426 -1.131
C -3.22757 -2.17891 2.23270 -1.813 0.784 0.557 -0.098
H 2.23968 -3.19319 2.83090 -0.499 -0.195 -0.246 -0.568
C 5.76952 4.05080 -4.39847 -0.037 -0.584 -0.321 -1.168
H 2.61168 7.65040 1.26245 -0.749 0.124 0.300 0.400
H -8.43807 -0.48102 -2.72435 -0.139 -0.066 -0.012 0.303
H -0.66751 2.69215 -2.15032 -0.267 -0.372 0.142 -0.229
H 1.23264 4.04132 -5.74391 0.361 0.390 0.331 0.301
H -3.56182 -3.20411 2.40989 1.144 -0.370 0.174 0.555
C 4.73359 0.36096 -2.44506 0.170 -0.020 -0.406 -1.074
C 0.30332 2.89265 -0.18336 -1.149 -0.852 -1.588 2.304
C -0.00100 0.76557 6.45486 -0.901 -0.177 -0.944 -1.491
H 3.79916 2.77810 2.51962 0.035 -0.610 -0.283 0.310
H -7.25676 -2.58584 -0.78985 -0.387 0.169 0.086 0.368
C 1.96064 -3.25264 -2.45180 -0.044 -1.348 1.283 1.584
O -2.80629 -6.29344 1.23708 0.112 0.041 -0.482 -0.578
O 4.98190 -0.50017 1.06620 0.867 -0.170 -0.546 -0.335
H -4.34007 4.58256 2.62356 -0.289 -0.083 0.343 0.350
F 1.22537 -1.81097 -4.14646 -0.473 -0.173 -0.316 -0.329
H 1.60961 -0.15700 0.26420 -0.127 0.238 -0.376 -0.588
H 0.06587 0.51235 2.33423 -0.004 0.133 -0.464 -0.092
O 0.91484 -5.18300 4.64095 -1.105 -0.312 0.073 -0.378
H -1.42362 4.21789 -5.70673 0.233 0.105 -0.172 0.386
C 1.77987 -4.87902 -3.99835 1.548 -1.607 -0.758 0.676
H 1.05792 -5.69521 -0.37748 -0.253 -0.374 -0.308 0.454
H 1.52958 -0.40427 2.66610 -0.181 -0.327 0.413 -0.042
H 4.23457 -0.60765 -2.46516 -0.276 0.072 0.551 -0.106
H 3.46679 -1.69016 0.41696 -0.136 0.258 -0.052 -0.696
C 4.29657 4.16273 -4.75564 0.591 1.777 -0.827 -0.421
C 2.25653 6.73372 0.78271 1.493 0.748 -1.569 -0.248
O 0.73886 -4.05013 -4.19665 -0.894 0.419 -0.607 -0.429
C -0.73790 3.44345 -5.35654 -1.065 -0.736 -0.459 -1.199
C -0.86298 -5.19319 -1.33249 -0.582 1.210 0.834 1.752
H -0.71058 0.25090 4.33665 1.596 0.419 0.078 -0.784
H 1.57667 6.21547 -1.27951 0.252 -0.279 0.286 0.000
H -1.68354 0.50694 -2.89970 0.126 0.228 0.148 0.099
H 1.23468 1.99753 3.81835 -0.291 1.124 0.493 -0.124
C 0.56782 4.00021 -4.88108 -0.418 -0.296 0.433 -0.160
H -4.37044 -5.03374 -1.65455 -0.331 0.042 -0.077 0.411
H -0.11560 -1.23375 2.47889 0.257 -0.004 0.527 -0.222
O 0.94767 4.13887 0.10687 0.373 -0.505 0.452 0.472
C -2.52742 -0.55339 -1.24142 -0.058 0.696 1.339 0.850
H -2.26593 3.55273 1.91900 0.287 -0.173 0.315 0.192
O -2.10056 -5.18203 -0.62610 -0.085 -0.840 -0.007 -0.189
H -1.08442 -1.12019 -2.71551 0.200 0.210 0.077 -0.348
O -0.09774 4.07962 2.44667 1.090 0.705 -0.336 -0.464
C 1.82550 7.07772 -0.66055 -0.442 -0.355 0.534 -0.855
P 2.52322 2.47046 -3.84599 -0.234 0.783 -2.197 0.287
H -0.91139 -4.24880 -1.88183 1.260 -0.655 0.189 -0.776
H 3.89146 -3.48643 1.36113 -0.142 0.080 0.753 -0.063
C -8.39265 -0.98189 -1.75991 0.526 0.808 1.184 -1.294
C 4.57323 -1.71239 0.45063 -2.313 -1.412 0.563 0.670
O 2.49844 4.07833 2.09690 -1.453 0.401 -0.212 -0.282
O 2.69736 1.76980 -5.13847 0.518 0.080 0.921 -0.851
H 1.24907 -2.19204 3.93546 0.412 0.104 -0.164 -0.722
H 4.06964 5.21195 -4.99847 0.002 0.170 0.759 0.313
O -5.12622 -1.01767 0.20757 -0.492 0.088 -0.759 -0.755
C -3.33754 -1.37917 3.55334 0.667 -2.078 -1.212 -0.532
H -4.73293 3.60790 1.22727 0.066 0.074 -0.051 0.390
H -3.09795 -4.44040 -3.82012 -0.008 -0.413 0.237 0.471
O 3.48607 3.76053 -3.66609 -0.360 -0.972 0.004 -0.219
O 2.10161 -5.82520 -4.66429 -1.116 0.701 0.047 -0.604
O -2.22511 0.68140 5.38237 -1.522 1.129 0.687 -0.506
H 0.67904 -0.07394 6.33000 0.090 0.010 0.293 0.225
H 3.61232 1.18600 -0.79594 0.023 -0.085 -0.060 -0.607
O 1.06996 3.13983 -3.85065 0.664 -0.936 1.594 0.146
C 0.45003 -4.15738 3.79330 1.671 0.297 -1.612 0.712
H -2.42915 -1.72427 4.06033 -0.092 0.704 0.743 0.162
H -4.04212 -1.88865 1.56030 0.647 0.496 0.099 0.048
C 0.83757 -2.89343 -3.40313 1.395 -0.174 0.136 2.387
H -2.39605 -1.36568 -0.51331 0.676 -0.168 -0.471 0.070
F -0.85366 -6.24693 -2.19348 0.279 0.047 0.117 -0.446
H -0.10979 -2.68358 -2.91555 0.027 0.074 -0.255 -1.481
```
Positions in Å, forces in eV/Å.

Computed properties:
Orbital gap (eV): 7.292
Total charge: -1
Highest occupied orbital energy (eV): -5.40
LUMO (eV): 1.9
Molecular weight (g mol⁻¹): 1197.9